P:
DFT (ωB97M-V/def2-TZVPD) results for a molecular structure, C27H32AsCl2N6O7Rb.

The calculation puts the HOMO energy at -0.1062 Eh. Its total charge is -2. As for the spin multiplicity: 1. The LUMO energy comes out at 3.729 eV. The frontier orbital gap comes out at 6.6189 eV.

CARTESIAN COORDINATES (ANGSTROEM)
Rb 0.335 -0.897 -0.374
O 1.158 -1.551 -4.428
C 0.673 -0.673 -3.583
O -0.373 -0.774 -2.976
C 1.579 0.544 -3.399
O 2.096 0.480 -2.103
C 2.914 1.590 -1.751
C 2.979 1.771 -0.207
O 3.296 2.917 0.165
O 2.732 0.758 0.484
H 0.479 -2.253 -4.728
H 0.955 1.442 -3.519
H 2.360 0.538 -4.168
H 2.521 2.500 -2.212
H 3.936 1.427 -2.122
Cl 0.785 -3.419 4.071
C -0.783 -2.664 4.183
C -1.574 -2.955 5.292
C -2.810 -2.385 5.445
Cl -3.778 -2.789 6.846
C -3.303 -1.473 4.480
C -4.564 -0.837 4.569
C -4.948 0.033 3.589
C -4.068 0.265 2.513
N -2.900 -0.310 2.396
C -2.495 -1.174 3.356
C -1.171 -1.783 3.151
O -0.498 -1.510 2.129
H -1.194 -3.647 6.031
H -5.203 -1.054 5.415
H -5.903 0.542 3.620
H -4.358 0.958 1.726
C 4.217 -1.130 3.214
C 3.902 -1.901 1.981
C 4.701 -2.493 1.022
C 3.809 -2.919 0.019
N 2.561 -2.619 0.342
N 2.643 -2.031 1.548
C 4.113 -3.572 -1.288
H 5.265 -1.249 3.486
H 3.605 -1.455 4.059
H 4.020 -0.073 3.025
H 5.776 -2.562 1.034
H 1.802 -1.671 1.985
H 4.724 -4.469 -1.159
H 4.655 -2.896 -1.953
H 3.187 -3.857 -1.785
C 0.526 5.383 -1.527
C -0.796 4.654 -1.318
As -0.417 2.845 -0.609
C -2.232 2.047 -0.637
C -3.390 2.992 -0.352
C -0.325 3.261 1.315
C 0.010 2.015 2.123
H 0.390 6.446 -1.749
H 1.081 4.937 -2.355
H 1.179 5.307 -0.655
H -1.329 4.535 -2.264
H -1.457 5.206 -0.644
H -2.214 1.228 0.089
H -2.342 1.583 -1.620
H -3.264 3.511 0.600
H -4.347 2.464 -0.308
H -3.484 3.751 -1.132
H -1.283 3.695 1.621
H 0.444 4.027 1.431
H -0.743 1.233 1.986
H 0.032 2.239 3.193
H 0.984 1.613 1.837
O -0.630 -3.211 -5.257
N -1.124 -2.600 -6.242
C -2.070 -3.227 -6.938
C -2.517 -4.538 -6.630
N -2.874 -5.605 -6.380
C -2.609 -2.529 -8.044
N -3.052 -1.979 -8.957

Atomic partial charges in e from the Löwdin method, atoms 1 to 8:
1. Rb 0.9491
2. O 0.0995
3. C -0.5452
4. O -0.0511
5. C -0.1540
6. O -0.2471
7. C -0.1452
8. C -0.7337

Q:
DFT (ωB97M-V/def2-TZVPD) results for a molecular structure, C27H32AsCl2N6O7Rb.

The calculation puts the HOMO energy at -0.0835 Eh. Its total charge is -2. As for the spin multiplicity: 1. The LUMO energy comes out at 3.767 eV. The frontier orbital gap comes out at 6.0392 eV.

CARTESIAN COORDINATES (ANGSTROEM)
Rb 0.484 -1.205 -0.229
O 2.523 1.020 1.797
C 1.739 0.355 2.602
O 0.685 0.758 3.057
C 2.225 -1.061 2.918
O 1.272 -1.887 2.298
C 1.534 -3.274 2.341
C 0.292 -4.007 1.715
O 0.159 -5.197 2.041
O -0.431 -3.291 0.983
H 2.089 1.969 1.529
H 2.241 -1.212 4.007
H 3.234 -1.227 2.522
H 1.677 -3.626 3.369
H 2.437 -3.524 1.767
Cl 1.321 -2.896 -5.732
C 2.611 -2.080 -4.883
C 3.806 -1.868 -5.553
C 4.847 -1.223 -4.930
Cl 6.337 -0.964 -5.820
C 4.724 -0.766 -3.603
C 5.740 -0.083 -2.900
C 5.519 0.331 -1.615
C 4.281 0.053 -1.015
N 3.320 -0.588 -1.639
C 3.498 -0.995 -2.911
C 2.356 -1.675 -3.543
O 1.273 -1.858 -2.948
H 3.915 -2.210 -6.574
H 6.683 0.113 -3.392
H 6.284 0.868 -1.068
H 4.065 0.376 -0.002
C -4.788 2.486 -1.592
C -3.462 1.898 -1.938
C -2.674 2.006 -3.061
C -1.511 1.245 -2.789
N -1.598 0.700 -1.588
N -2.777 1.102 -1.091
C -0.310 1.032 -3.650
H -5.216 2.975 -2.466
H -4.687 3.230 -0.798
H -5.485 1.719 -1.248
H -2.892 2.574 -3.951
H -3.033 0.820 -0.161
H -0.528 1.293 -4.685
H 0.016 -0.008 -3.594
H 0.520 1.653 -3.304
C -3.536 -2.671 0.798
C -3.632 -1.356 1.572
As -1.820 -0.673 2.064
C -1.570 -1.703 3.727
C -2.698 -1.715 4.752
C -2.419 1.065 2.874
C -3.904 1.317 3.128
H -4.529 -3.068 0.566
H -2.982 -3.418 1.366
H -2.990 -2.534 -0.136
H -4.247 -1.486 2.465
H -4.145 -0.607 0.958
H -0.670 -1.275 4.170
H -1.323 -2.719 3.415
H -2.970 -0.701 5.053
H -2.391 -2.256 5.652
H -3.591 -2.211 4.367
H -2.023 1.845 2.219
H -1.858 1.156 3.806
H -4.482 1.322 2.201
H -4.050 2.288 3.609
H -4.340 0.559 3.781
O 1.564 3.191 1.223
N 2.178 3.639 0.210
C 1.818 4.829 -0.199
C 0.805 5.655 0.383
N 0.007 6.350 0.838
C 2.491 5.398 -1.322
N 2.991 5.928 -2.215

Atomic partial charges in e from the Löwdin method, atoms 1 to 8:
1. Rb 0.8650
2. O 0.0542
3. C -0.5546
4. O 0.0421
5. C -0.1319
6. O -0.3013
7. C -0.1326
8. C -0.7148

Most stable: P

P:
DFT (ωB97M-V/def2-TZVPD) results for a molecular structure, C4H4O3.

The calculation puts the HOMO energy (spin up / spin down) at -0.3179 / -0.3165 Eh. As for the spin multiplicity: 1. The LUMO energy (spin up / spin down) comes out at -1.038 / -0.993 eV. The frontier orbital gap (spin up / spin down) comes out at 7.6117 / 7.6201 eV.

CARTESIAN COORDINATES (ANGSTROEM)
O -1.757 -0.281 0.935
C -1.038 -0.811 -0.076
C 0.250 -0.145 -0.103
C 1.577 -0.205 0.492
O 1.348 -0.420 -0.915
C -0.702 0.919 -0.472
O -1.719 1.261 0.335
H -1.467 -1.572 -0.719
H 2.104 0.717 0.734
H 1.863 -1.094 1.050
H -0.459 1.631 -1.262

Atomic partial charges in e from the natural (NBO) method, atoms 1 to 8:
1. O -0.2657
2. C -0.0214
3. C 0.0888
4. C -0.0962
5. O -0.4572
6. C 0.1965
7. O -0.2720
8. H 0.2252

Q:
DFT (ωB97M-V/def2-TZVPD) results for C4H4O3 in the gas phase.

The calculation puts the HOMO energy at -0.3607 Eh. As for the structure (SMILES): O=C1C=CC1(O)O. As for the spin multiplicity: 1. The LUMO energy comes out at -0.065 eV. The frontier orbital gap comes out at 9.7491 eV.

CARTESIAN COORDINATES (ANGSTROEM)
O -2.145 -0.437 -0.469
C -1.229 0.147 -0.007
C -0.726 1.527 0.066
C 0.576 1.110 0.233
C 0.236 -0.386 0.310
O 0.489 -1.038 -1.270
O 0.617 -1.399 1.163
H -1.073 2.429 -0.168
H 1.477 1.614 0.391
H 0.252 -1.995 -1.351
H 1.526 -1.573 1.101

Atomic partial charges in e from the natural (NBO) method, atoms 1 to 8:
1. O -0.4812
2. C 0.5363
3. C -0.2283
4. C -0.1301
5. C 0.4191
6. O -0.8452
7. O -0.6678
8. H 0.2157

Most stable: Q

P:
DFT (ωB97M-V/def2-TZVPD) results for a gas-phase ion, C4H8NS (charge +1).

The calculation puts the HOMO energy (spin up / spin down) at -0.4667 / -0.4830 Eh. Its total charge is +1. As for the spin multiplicity: 1. The LUMO energy (spin up / spin down) comes out at -5.750 / -5.518 eV. The frontier orbital gap (spin up / spin down) comes out at 6.9482 / 7.6251 eV.

CARTESIAN COORDINATES (ANGSTROEM)
C 0.134 -0.523 1.059
C -0.861 -0.669 -0.141
C 1.531 -0.230 0.658
C 0.363 1.266 -1.034
N -0.878 0.535 -1.045
S 1.876 0.178 -0.938
H -0.289 0.213 1.735
H 0.041 -1.492 1.418
H -0.361 -1.584 -0.636
H -1.897 -0.816 0.298
H 2.452 -0.281 1.324
H 0.422 1.920 -0.015
H -1.020 0.339 -1.989
H -1.513 1.143 -0.694

Atomic partial charges in e from the natural (NBO) method, atoms 1 to 8:
1. C -0.5042
2. C -0.2524
3. C -0.2135
4. C -0.3972
5. N -0.5295
6. S 0.5202
7. H 0.2565
8. H 0.2738

Q:
DFT (ωB97M-V/def2-TZVPD) results for a gas-phase ion, C4H8NS (charge +1).

The calculation puts the HOMO energy at -0.5030 Eh. As for the structure (SMILES): C=CS[C@H]1C[NH2+]1. Its total charge is +1. As for the spin multiplicity: 1. The LUMO energy comes out at -3.356 eV. The frontier orbital gap comes out at 10.3311 eV.

CARTESIAN COORDINATES (ANGSTROEM)
C 2.810 -0.305 0.555
C 2.001 -0.232 -0.515
S 0.681 0.928 -0.626
C -0.768 0.068 0.227
C -2.025 0.804 0.284
N -1.943 -0.366 -0.677
H 3.835 -0.850 0.648
H 2.633 0.304 1.412
H 2.309 -0.767 -1.342
H -0.351 -0.585 0.970
H -2.579 0.509 1.187
H -2.256 1.788 0.011
H -2.527 -1.185 -0.521
H -1.820 -0.111 -1.614

Atomic partial charges in e from the natural (NBO) method, atoms 1 to 8:
1. C -0.2760
2. C -0.4292
3. S 0.2796
4. C -0.1541
5. C -0.2278
6. N -0.5417
7. H 0.2430
8. H 0.2005

Most stable: Q

P:
DFT (ωB97M-V/def2-TZVPD) results for a gas-phase ion, C4H8NS (charge +1).

The calculation puts the HOMO energy at -0.5087 Eh. As for the structure (SMILES): C=C[C@@H]1[NH2+]CS1. Its total charge is +1. As for the spin multiplicity: 1. The LUMO energy comes out at -3.816 eV. The frontier orbital gap comes out at 10.0252 eV.

CARTESIAN COORDINATES (ANGSTROEM)
C 1.994 1.354 -0.065
C 0.882 0.959 -0.658
C -0.503 0.580 0.050
N -0.312 -0.778 0.644
C -1.602 -1.410 -0.066
S -1.813 0.078 -1.150
H 2.818 1.466 -0.684
H 2.015 1.544 0.957
H 0.816 0.936 -1.693
H -0.667 1.375 0.800
H -0.392 -0.755 1.724
H 0.580 -1.296 0.408
H -1.328 -2.362 -0.715
H -2.488 -1.691 0.450

Atomic partial charges in e from the natural (NBO) method, atoms 1 to 8:
1. C -0.3212
2. C -0.2318
3. C -0.2046
4. N -0.5544
5. C -0.3298
6. S 0.2957
7. H 0.2319
8. H 0.2019

Q:
DFT (ωB97M-V/def2-TZVPD) results for a gas-phase ion, C4H8NS (charge +1).

The calculation puts the HOMO energy at -0.4848 Eh. As for the structure (SMILES): C=[NH+][C@@H]1CCS1. Its total charge is +1. As for the spin multiplicity: 1. The LUMO energy comes out at -5.693 eV. The frontier orbital gap comes out at 7.5005 eV.

CARTESIAN COORDINATES (ANGSTROEM)
C 1.646 0.515 1.033
N 0.748 1.201 0.469
C -0.550 0.777 0.492
C -0.607 -0.733 0.336
C -2.105 -0.769 -0.287
S -2.181 1.009 -0.883
H 1.336 -0.517 1.368
H 2.633 0.981 0.922
H 0.860 2.162 0.251
H -1.066 0.972 1.442
H -0.714 -1.238 1.278
H 0.104 -1.158 -0.314
H -2.201 -1.548 -0.958
H -2.770 -0.864 0.579

Atomic partial charges in e from the natural (NBO) method, atoms 1 to 8:
1. C 0.1138
2. N -0.4066
3. C -0.1183
4. C -0.4700
5. C -0.4590
6. S 0.2146
7. H 0.2602
8. H 0.2518

R:
DFT (ωB97M-V/def2-TZVPD) results for a molecular structure, C4H8NS.

The calculation puts the HOMO energy at -0.5032 Eh. Its total charge is +1. As for the spin multiplicity: 1. The LUMO energy comes out at -3.494 eV. The frontier orbital gap comes out at 10.1977 eV.

CARTESIAN COORDINATES (ANGSTROEM)
C -0.579 1.464 0.661
C 0.762 0.952 0.169
C 0.438 -0.118 1.076
C -0.438 -0.982 -1.270
N 0.555 -0.416 -0.313
S 0.794 -0.705 2.680
H -0.614 2.175 1.527
H -1.377 1.162 0.123
H 1.526 1.559 -0.222
H -0.219 -0.564 -2.206
H -0.170 -2.128 -1.302
H -1.614 -0.759 -1.128
H 1.468 -0.926 -0.617
H -0.416 -1.254 2.902

Atomic partial charges in e from the natural (NBO) method, atoms 1 to 8:
1. C -0.2834
2. C -0.0808
3. C -0.0701
4. C -0.4404
5. N -0.3814
6. S 0.1687
7. H 0.2711
8. H 0.2095

Most stable: P